Below is a 2-piece molecular cluster, C5H10N3O5P overall, with properties calculated with ωB97M-V with the def2-TZVPD basis set.

Results
Energy relative to the best compared isomer or geometry (same formula, charge and spin), eV: 0.779
Charge: -2
HOMO-LUMO gap, eV: 6.441
Highest occupied orbital energy, Eh: -0.0243

Last column: Löwdin charge in e.
Element x y z (Å)
C  1.37586  -1.79633  -0.33899  -0.644
C  1.35517  1.31094  -0.10617  -0.529
C  -0.19744  -1.22002  1.81058  -0.067
C  -1.27902  -0.92503  -0.80195  -0.065
C  0.43966  -0.82294  0.41822  -0.283
N  1.11065  2.70004  -0.01330  0.125
N  2.37613  0.86520  -0.96154  0.087
N  0.59416  0.53157  0.46366  0.050
O  1.60075  -2.85460  0.28268  -0.060
O  -3.32241  -0.31660  1.07448  -0.370
O  -2.16949  1.48370  -0.43707  -0.243
O  1.78404  -1.53510  -1.53045  -0.115
O  -3.85257  -0.11515  -1.38083  -0.429
P  -2.84096  -0.05929  -0.26739  0.172
H  0.55645  -1.06782  2.56583  0.044
H  -0.95937  -0.47928  1.86584  0.025
H  -0.45326  -2.28152  1.99870  0.074
H  -0.74378  -0.46880  -1.61541  0.029
H  -1.17911  -2.00853  -0.90222  0.043
H  0.52031  2.72988  0.74687  0.043
H  1.84122  3.32144  -0.05401  0.027
H  2.88056  1.57465  -1.46359  0.038
H  1.99314  -0.03149  -1.51961  0.071
H  -1.43069  1.46509  0.16567  -0.023

Atoms 1-6, force components in eV/Å:
C -0.1 -0.7 0.2
C 2.9 0.5 -3.1
C 1.8 -0.9 -1.3
C 2.5 -0.8 2.0
C -3.7 -1.6 -0.9
N -0.7 -2.5 -1.4

Below is one molecule with the formula C5H10N4, with properties calculated with ωB97M-V with the def2-TZVPD basis set.

Results
SMILES string: NN=C1[C@@H]2CN[C@H]1CN2
Energy relative to the best compared isomer or geometry (same formula, charge and spin), eV: 2.685
HOMO-LUMO gap, eV: 9.621
Highest occupied orbital energy, Eh: -0.3170

Last column: Löwdin charge in e.
Element x y z (Å)
C  0.59867  -0.00114  -0.25961  -0.271
C  -0.20746  -0.34050  1.08163  -0.213
C  -1.09252  -1.41330  0.46830  -0.175
C  -0.60197  0.32764  -1.10409  -0.253
C  -1.15397  1.40625  -0.19151  -0.185
H  3.64062  -0.31382  -0.37585  0.061
H  2.68321  -0.72418  0.89452  0.053
H  0.34893  -0.58576  1.98979  0.139
H  -2.04556  -1.40570  0.97205  0.109
H  -0.63903  -2.39927  0.55666  0.109
H  -2.21899  -0.83921  -1.19505  0.101
H  -0.46300  0.50738  -2.15149  0.139
H  -2.25395  1.52578  -0.47303  0.122
H  -0.69765  2.41656  -0.34773  0.130
H  -0.37804  1.57899  1.63063  0.103
N  2.87142  -0.04491  0.19648  0.014
N  1.75986  0.20668  -0.63022  0.025
N  -1.24386  -1.02589  -0.95443  0.000
N  -0.99214  0.91634  1.17833  -0.009

Atoms 1-6, force components in eV/Å:
C -0.5 0.1 1.1
C 0.9 0.4 -2.2
C -0.2 0.0 0.4
C 1.3 -1.7 1.4
C -2.8 1.0 -1.6
H 0.4 -0.1 -0.4

Below is a 2-piece molecular cluster, C5H10N4 overall, with properties calculated with ωB97M-V with the def2-TZVPD basis set.

Results
Energy relative to the best compared isomer or geometry (same formula, charge and spin), eV: 4.791
HOMO-LUMO gap (spin up / spin down), eV: 8.647 / 8.649
Highest occupied orbital energy (spin up / spin down), Eh: -0.3135 / -0.3135

Last column: Löwdin charge in e.
Element x y z (Å)
C  2.72333  -0.84881  0.87877  -0.240
C  1.90410  0.18798  -0.85074  -0.150
C  -0.53879  1.68147  0.99815  -0.100
C  -1.01205  -1.96189  -0.28026  -0.111
C  -1.16432  1.47368  -0.14945  -0.119
N  3.03712  0.06173  0.03451  0.028
N  1.49196  -1.44714  0.70747  0.091
N  0.98322  -0.84721  -0.36441  -0.212
N  -0.19035  -0.87060  -0.81790  0.005
H  3.30865  -1.09536  1.77279  0.113
H  2.23189  -0.04690  -1.83650  0.116
H  0.24314  2.40514  0.97729  0.031
H  -0.41045  1.08816  1.89544  0.053
H  1.63051  1.29114  -0.75525  0.139
H  -1.94659  -2.05520  -0.97699  0.110
H  -0.59241  -2.96733  -0.28653  0.070
H  -1.20408  -1.80389  0.72340  0.039
H  -2.00935  0.81617  -0.40832  0.048
H  -0.80686  2.03831  -1.09641  0.087

Atoms 1-6, force components in eV/Å:
C -0.2 0.6 -0.2
C 1.7 1.4 1.1
C 0.9 -0.3 -0.2
C -1.2 -0.3 -3.3
C -0.3 0.8 -2.0
N 0.6 0.0 0.3

Below is one molecule with the formula C5H10N4, with properties calculated with ωB97M-V with the def2-TZVPD basis set.

Results
SMILES string: [H]/N=C1\CNCC/C=N\N1
Energy relative to the best compared isomer or geometry (same formula, charge and spin), eV: 4.870
HOMO-LUMO gap, eV: 9.672
Highest occupied orbital energy, Eh: -0.3268

Last column: Löwdin charge in e.
Element x y z (Å)
C  -1.43938  -0.56940  -0.01142  -0.351
C  -1.49536  0.91325  0.42029  -0.170
C  0.61588  0.79403  -0.08437  -0.302
C  2.11303  0.52979  -0.17098  -0.124
C  1.98512  -0.99103  -0.02670  -0.177
H  -3.18298  -0.50906  -0.67526  0.041
H  -1.44706  0.90138  1.53429  0.137
H  -2.49339  1.29792  0.15623  0.118
H  -0.54026  2.13959  -0.91157  0.114
H  0.25575  0.16822  -0.91013  0.117
H  0.50428  0.25613  0.85632  0.101
H  2.70596  0.95464  0.66981  0.116
H  2.64404  0.79575  -1.10405  0.108
H  2.87712  -1.56921  -0.13451  0.097
H  -0.84807  -2.45476  0.27961  0.117
N  -2.46957  -1.20131  -0.46397  0.124
N  -0.39127  1.82521  0.05950  -0.038
N  0.97930  -1.73271  0.14502  0.000
N  -0.37314  -1.54844  0.37187  -0.027

Atoms 1-6, force components in eV/Å:
C -0.2 -1.9 -0.1
C -0.4 0.4 1.3
C 0.8 -0.9 0.4
C 0.3 0.9 0.2
C 0.4 0.9 -0.4
H -0.3 -0.2 0.2

Below is one molecule with the formula C5H10N4, with properties calculated with ωB97M-V with the def2-TZVPD basis set.

Results
SMILES string: [H]/N=C(/CNC#N)N(C)C
Energy relative to the best compared isomer or geometry (same formula, charge and spin), eV: 2.736
HOMO-LUMO gap, eV: 9.757
Highest occupied orbital energy, Eh: -0.3404

Last column: Löwdin charge in e.
Element x y z (Å)
C  -0.58813  0.68265  -1.43660  -0.125
C  1.06750  0.04817  1.22924  -0.067
C  -1.16882  -0.69264  1.76295  -0.093
N  -0.31676  -0.05532  0.76840  -0.244
N  0.64498  1.45382  -1.56267  -0.013
C  -0.48451  -0.55207  -0.58157  -0.427
N  -1.01285  -1.62973  -0.96085  0.185
C  1.73647  0.91984  -2.08621  -0.360
N  2.70547  0.41430  -2.44735  0.141
H  0.53945  2.44817  -1.69861  0.139
H  -1.14356  -2.32539  -0.23021  0.055
H  -0.99436  0.39655  -2.41136  0.120
H  -1.08952  1.23047  -0.47034  0.189
H  1.10285  0.65091  2.13744  0.087
H  1.68174  0.49666  0.45547  0.063
H  -1.10195  -0.12669  2.69211  0.086
H  -0.86431  -1.72242  1.98826  0.082
H  -2.19638  -0.69411  1.40159  0.091
H  1.48267  -0.94318  1.45028  0.090

Atoms 1-6, force components in eV/Å:
C 0.1 0.6 1.9
C 0.0 -0.3 -0.1
C 0.3 -0.2 -0.2
N 0.5 -1.1 0.7
N -0.2 0.4 0.1
C -0.8 0.7 1.0

Below is an isolated ion of composition C5H10N6O2S and charge +2, with properties calculated with ωB97M-V with the def2-TZVPD basis set.

Results
Energy relative to the best compared isomer or geometry (same formula, charge and spin), eV: 0.812
Charge: +2
HOMO-LUMO gap, eV: 7.898
Highest occupied orbital energy, Eh: -0.5880

Last column: Löwdin charge in e.
Element x y z (Å)
C  -0.42146  -0.83676  0.47462  0.029
C  0.84689  -0.40250  0.29319  -0.259
C  -2.81142  -0.94299  -0.23887  0.147
C  -4.23202  -0.45995  -0.32652  -0.504
C  3.11143  -0.55311  0.03696  -0.524
N  1.33159  0.79645  -0.22401  0.198
N  -1.74734  -0.30899  0.21571  -0.105
N  1.93333  -1.10144  0.55924  0.165
N  2.72148  0.67167  -0.32905  -0.170
N  -1.86628  1.02079  0.45275  0.164
N  3.46821  1.64399  -0.79562  0.146
O  -4.55304  0.51808  0.48559  0.122
O  -5.03899  -1.06257  -0.99219  0.181
S  4.61498  -1.35990  0.02150  1.060
H  -0.51579  -1.96560  0.65035  0.168
H  -2.76089  -1.93074  -0.72744  0.175
H  -1.61002  1.23463  1.38834  0.131
H  1.82555  -2.01095  0.78464  0.133
H  0.91236  1.64310  -0.72470  0.230
H  -2.70818  1.51258  0.37768  0.099
H  -5.57955  0.48629  0.46191  0.215
H  3.51345  2.50120  -0.20213  0.168
H  4.44057  1.31770  -0.85196  0.107
H  5.12513  -0.41099  -0.78997  -0.077

Atoms 1-6, force components in eV/Å:
C -2.1 -3.6 0.1
C -2.2 3.9 -1.6
C 1.4 -0.8 -0.7
C -0.8 -1.1 -0.4
C -2.8 1.2 0.8
N 0.2 1.4 -0.6